1.
Molecular formula: C25H21Br3F4
Method: DFT, wB97M-V/def2-TZVPD

Summary:
HOMO level: -9.22 eV
Net charge: 0
Frontier orbital gap: 9.17 eV

Positions of all 53 atoms, in Å:
1 F -2.83473 1.56759 -3.81040
2 C -2.13311 2.59524 -3.28218
3 C -1.75583 2.51692 -1.95577
4 C -1.04290 3.58132 -1.41572
5 C -0.73592 4.68869 -2.19468
6 C -1.13908 4.73139 -3.52321
7 C -1.84462 3.68091 -4.07866
8 H -2.05513 1.67644 -1.34368
9 H -0.71856 3.53957 -0.38339
10 H -0.17179 5.50909 -1.77276
11 H -0.93285 5.61007 -4.12069
12 H -2.20289 3.69959 -5.09865
13 F -2.45549 2.59562 4.98513
14 C -1.36410 3.16654 4.43954
15 C -1.20911 4.53620 4.54678
16 C -0.06891 5.12044 4.01068
17 C 0.88763 4.33078 3.38163
18 C 0.69200 2.96252 3.27100
19 C -0.44012 2.36904 3.81374
20 H -1.99372 5.11318 5.01788
21 H 0.08102 6.18364 4.14008
22 H 1.78635 4.79528 2.99704
23 H 1.44253 2.33823 2.80436
24 H -0.63083 1.31168 3.68538
25 F 1.29897 -3.20114 -6.17896
26 C 0.50936 -2.48671 -5.34552
27 C -0.70198 -3.02695 -4.96197
28 C -1.48820 -2.31823 -4.06881
29 C -1.07903 -1.07195 -3.61146
30 C 0.11264 -0.53425 -4.07050
31 C 0.93321 -1.24151 -4.93272
32 H -0.99618 -3.98614 -5.36527
33 H -2.40987 -2.77846 -3.73514
34 H -1.73136 -0.49790 -2.96813
35 H 0.37567 0.46724 -3.74744
36 H 1.88593 -0.84587 -5.25559
37 F 3.29989 -3.91586 5.41070
38 C 2.61358 -4.48830 4.40291
39 C 1.98192 -3.68554 3.48047
40 C 1.23893 -4.28741 2.47481
41 C 1.13561 -5.66674 2.40795
42 C 1.81518 -6.45249 3.33513
43 C 2.54945 -5.86739 4.34858
44 H 2.04600 -2.60960 3.57817
45 H 0.72377 -3.66589 1.75431
46 H 0.54628 -6.14897 1.63984
47 H 1.78145 -7.53225 3.26669
48 H 3.10250 -6.45372 5.07004
49 C 0.20801 -1.09716 -0.28128
50 Br -1.03503 -2.54701 -0.29661
51 Br 1.88448 -1.59113 -1.06579
52 Br 0.44018 -0.39442 1.47996
53 H -0.20121 -0.29423 -0.87781

=====

2.
Molecular formula: CH3NO4S
Method: DFT, wB97M-V/def2-TZVPD

Summary:
HOMO level: -10.66 eV
Net charge: 0
Frontier orbital gap: 10.68 eV

Positions of all 10 atoms, in Å:
1 C -0.84288 1.27634 -0.20294
2 N 1.48766 -1.36037 -0.35935
3 O 1.92881 -2.39127 -0.72309
4 O 0.08614 -1.36737 -0.36081
5 O -0.87618 -0.28318 1.91650
6 O 2.06643 -0.37535 -0.03374
7 S -1.14544 -0.36889 0.51139
8 H -1.59557 1.77502 0.45567
9 H -1.21651 1.30987 -1.28152
10 H 0.10753 1.78522 0.07789